(1)
Here is 7 unconnected molecules or ions with the total composition C15H44O13 from OMol25. Energies are from ωB97M-V/def2-TZVPD.

```
72
Properties=species:S:1:pos:R:3:lowdin_charge:R:1
H -2.14 -5.19 2.00 0.078
H 0.45 4.19 -4.21 0.157
O 4.24 2.13 -5.29 -0.021
C 2.06 -3.68 -0.61 -0.187
H -1.52 -3.84 -1.10 0.089
H -0.52 0.79 -0.73 0.125
C 0.86 -0.38 0.40 -0.149
H -2.26 -6.64 5.15 0.086
H 1.47 -3.04 -1.02 0.065
H -0.67 6.14 2.40 0.069
C -0.13 4.83 -2.13 -0.254
H -0.53 6.61 -2.88 0.031
H -0.71 -5.95 2.51 0.067
C -2.03 3.53 4.06 -0.076
H 0.18 -1.24 0.38 0.104
H -1.68 0.88 0.82 0.080
H 2.27 -1.52 -0.06 0.045
H 0.69 4.37 -1.76 0.092
H -3.28 -2.44 1.68 0.151
H -2.52 2.57 3.55 0.091
C -2.45 -2.31 -0.41 -0.228
H 1.60 0.43 -1.95 0.112
H -1.00 -5.48 4.77 0.085
H 1.72 -4.50 -0.29 0.064
O -2.69 -6.22 4.39 -0.087
H 2.62 -5.77 -2.92 0.065
H -1.35 3.16 4.98 0.115
H 0.66 1.66 -0.02 0.039
H 3.56 0.41 -2.91 0.157
H -1.46 4.34 -3.84 0.128
C -0.90 5.65 3.32 -0.072
H 4.27 3.01 -5.66 0.090
H 3.35 2.78 -3.72 0.034
H 2.37 2.45 -5.01 0.118
H 0.31 2.21 -2.84 0.026
H -0.88 4.79 -1.44 0.096
H -1.75 6.18 3.68 0.068
O -0.54 -4.04 2.29 -0.133
C -1.36 4.30 2.80 -0.439
H -1.87 -1.53 -0.86 0.096
H -4.06 -0.34 1.24 0.050
O 1.68 1.15 -2.71 -0.141
O 2.81 -3.11 0.46 -0.011
H -2.08 4.53 2.01 0.132
H 2.56 0.34 -4.32 0.077
H -0.48 2.92 1.78 -0.032
O -0.23 3.43 2.49 -0.048
H -2.15 -4.20 4.50 0.127
O -0.84 1.35 1.02 -0.066
O 0.13 6.17 -2.46 -0.024
C 0.15 0.91 0.09 -0.213
H -0.05 5.45 3.92 0.074
O -3.20 -0.36 0.98 -0.018
C -2.70 -1.69 1.07 -0.173
C -1.75 -5.17 4.13 -0.198
H -3.48 -2.45 -0.94 0.155
O 1.95 -0.71 -0.51 -0.117
C 2.87 -4.34 -1.69 -0.193
C -1.32 -5.18 2.59 -0.200
H 3.24 -3.67 -2.29 0.077
C 2.84 0.98 -3.59 -0.158
C 3.16 2.20 -4.39 -0.244
H 3.18 -3.82 0.93 0.084
O -1.69 -3.43 -0.28 -0.053
H 1.47 -0.10 1.39 0.188
H -1.81 -1.67 1.45 0.025
C -0.45 4.08 -3.39 -0.203
O -0.56 2.63 -3.07 -0.141
H -0.51 -3.59 1.32 0.126
H 3.57 -5.04 -1.29 0.131
H -2.73 4.24 4.54 0.043
O 2.04 -5.17 -2.50 -0.031
```

The SMILES is CC(C)O.OCCO.OCCO.OCCO.OCCO.OCCO.OCCO. Its spin multiplicity is 1. The total energy comes out at -42873.8048 eV. For the energy relative to the best compared isomer or geometry (same formula, charge and spin), the calculation gives 202.5 kcal per mole. As for the strongest force on any atom: 10.93 eV/Å.

(2)
Here is 6 unconnected molecules or ions with the total composition C15H45ClO24P5 from OMol25. Energies are from ωB97M-V/def2-TZVPD.

```
90
Properties=species:S:1:pos:R:3:lowdin_charge:R:1
O 3.07 3.42 2.95 -0.218
C 0.70 1.11 -5.01 -0.076
O -3.75 -1.85 0.16 -0.389
O 3.82 -2.44 -0.66 -0.247
H 0.33 -2.77 -0.04 0.101
H 1.27 1.07 -4.08 0.078
O -2.07 -5.13 6.36 -0.218
P -1.24 -5.51 5.00 0.469
O -4.43 -1.35 2.39 -0.368
O -3.09 0.61 -5.17 -0.202
O -2.35 5.73 -2.22 -0.260
H -0.61 3.11 -2.97 0.083
C 0.18 1.73 0.71 -0.114
H 0.43 -8.39 4.70 0.087
O -2.11 -1.13 1.64 -0.414
H -2.62 -4.02 2.26 0.089
O 2.15 -2.88 -2.55 -0.213
H 5.75 -2.04 -0.24 0.084
H -3.61 0.49 -7.23 0.086
H 3.69 5.21 -0.56 0.089
O 3.09 1.37 1.42 -0.211
H -0.64 -8.18 3.30 0.089
C -2.76 3.81 0.72 -0.130
H -2.05 1.22 -6.93 0.078
H 2.05 -3.54 -4.53 0.080
P 2.76 -1.61 -1.69 0.522
H -1.11 -4.75 8.11 0.082
H 1.10 1.93 -5.60 0.087
O 2.73 3.53 0.33 -0.208
O 1.53 -1.21 -0.70 -0.247
O -0.72 1.31 -4.75 -0.248
O -1.93 0.00 -3.01 -0.200
H -0.51 2.19 0.00 0.067
H -0.01 7.70 0.83 0.087
O -1.32 -1.33 -5.08 -0.248
H 0.81 3.87 -3.15 0.088
C 1.12 -2.10 0.31 -0.118
C -1.21 -0.89 -2.22 -0.093
C -2.69 -4.01 3.35 -0.127
P 2.51 2.77 1.77 0.469
H 4.13 0.03 2.59 0.092
O 0.03 4.69 -1.60 -0.231
H 2.82 0.74 3.34 0.087
H 0.67 -1.47 1.09 0.076
H 3.46 5.15 1.27 0.077
H -2.27 -3.47 7.68 0.087
O -3.87 0.37 0.89 -0.382
O -2.29 -5.30 3.73 -0.234
O -1.09 -7.09 5.11 -0.206
O -1.13 6.10 0.09 -0.244
H -3.65 3.19 0.66 0.094
H 0.52 7.09 -0.72 0.071
H -1.98 -1.63 -1.99 0.098
O 0.87 2.49 1.66 -0.212
O -2.02 3.70 -0.45 -0.230
H 0.81 1.02 0.17 0.072
H -0.71 -3.62 6.86 0.073
H 0.79 0.17 -5.55 0.072
C 3.08 4.88 0.28 -0.131
C -3.06 1.10 -6.52 -0.113
C 4.76 -1.75 0.11 -0.140
H 0.47 -6.91 3.75 0.077
C -0.36 7.29 -0.11 -0.106
H -1.09 -0.52 -1.20 0.086
H 2.41 -0.47 2.15 0.085
C 1.65 -2.78 -3.86 -0.138
C 0.19 3.49 -2.34 -0.130
C -0.19 -7.68 4.16 -0.105
H -0.31 -1.22 -2.74 0.063
H 1.90 -2.69 0.79 0.088
H -0.47 1.09 1.30 0.089
P -1.70 0.03 -4.58 0.445
Cl -3.55 -0.99 1.30 0.646
H -3.53 2.08 -6.45 0.091
O -0.01 -4.70 4.88 -0.252
H -3.72 -3.80 3.62 0.090
H -0.96 8.04 -0.62 0.086
H 4.74 -2.18 1.11 0.086
O 3.31 -0.54 -2.48 -0.215
H -3.13 4.82 0.90 0.081
H -1.95 -3.29 3.71 0.084
H -2.12 3.58 1.57 0.098
H 0.59 -3.02 -3.90 0.085
C 3.11 0.34 2.37 -0.108
H 1.98 -1.92 -4.45 0.080
H 0.72 2.67 -1.87 0.084
C -1.55 -4.19 7.28 -0.120
P -1.50 5.09 -1.15 0.540
H 4.70 -0.66 0.11 0.085
H 2.23 5.55 0.11 0.063
```

The charge is -1. Its spin multiplicity is 1. The total energy comes out at -124395.3648 eV. For the energy relative to the best compared isomer or geometry (same formula, charge and spin), the calculation gives 66.9 kcal per mole. As for the strongest force on any atom: 4.32 eV/Å.

(3)
Here is 7 unconnected molecules or ions with the total composition C15H45O10 from OMol25. Energies are from ωB97M-V/def2-TZVPD.

```
70
Properties=species:S:1:pos:R:3:lowdin_charge:R:1
H 37.74 28.03 35.40 0.075
C 32.70 29.67 35.58 -0.082
H 37.48 25.38 37.45 0.086
H 33.38 30.24 35.18 0.000
C 30.91 27.90 35.29 -0.058
H 34.64 25.86 41.80 0.097
C 33.57 23.92 38.49 -0.016
H 38.02 24.79 34.72 0.146
H 35.32 28.74 34.23 0.072
C 35.07 24.44 32.30 -0.213
C 32.17 23.91 37.61 -0.443
H 37.19 22.24 36.69 0.188
C 31.08 24.83 37.94 -0.063
H 36.80 28.02 32.67 0.035
H 34.19 22.95 38.32 0.101
C 36.28 28.91 34.49 -0.154
H 33.16 29.12 36.48 0.085
C 37.40 24.29 37.47 -0.029
H 34.09 25.09 30.37 0.077
H 33.24 24.33 33.04 0.081
H 35.10 26.46 31.00 0.178
H 31.25 29.70 34.17 0.176
H 30.33 24.79 37.17 0.086
C 34.91 25.20 30.96 -0.240
H 38.11 28.97 33.14 0.172
H 36.38 29.78 34.90 0.077
H 35.98 24.60 33.04 0.146
H 33.81 26.44 40.10 0.107
C 34.67 27.13 40.26 -0.202
H 30.49 24.49 38.64 0.020
H 36.10 26.65 38.67 0.078
O 36.55 29.88 32.29 -0.045
H 30.09 27.44 34.60 0.121
H 31.94 24.07 35.69 0.045
H 38.15 23.65 37.83 0.065
O 36.84 27.84 35.29 -0.048
H 34.24 27.83 40.95 0.118
C 31.91 28.86 34.67 -0.510
H 31.43 27.08 35.70 0.038
H 31.95 30.36 36.38 0.182
C 35.65 27.48 39.15 -0.183
H 34.01 25.04 38.30 0.111
H 35.50 22.90 35.30 0.144
O 35.31 26.37 41.31 -0.115
H 36.37 25.58 29.56 0.129
C 38.14 23.65 35.16 -0.085
H 32.97 28.47 33.09 0.108
C 36.93 28.84 33.10 -0.251
O 35.94 23.71 35.68 -0.118
O 32.63 24.21 36.28 -0.081
O 34.71 26.10 35.54 0.255
H 33.30 23.90 39.55 0.051
H 35.14 25.21 35.52 0.100
H 34.12 26.36 34.79 0.140
O 36.08 24.94 30.27 -0.114
H 37.20 30.62 32.49 0.137
H 30.33 28.46 36.02 0.081
O 34.85 28.01 38.08 -0.119
H 38.12 22.79 34.48 0.078
H 36.39 28.23 39.25 0.115
H 35.08 23.35 32.21 0.121
O 33.99 24.88 33.07 -0.090
H 31.55 25.88 38.17 0.137
H 35.30 28.85 37.80 0.102
H 39.23 23.61 35.60 0.118
H 36.71 24.19 38.19 0.015
H 35.26 26.84 35.59 0.057
O 32.80 28.00 33.93 -0.062
C 37.19 23.32 36.22 -0.469
H 31.67 22.91 37.49 0.143
```

The charge is +1. Its spin multiplicity is 1. The total energy comes out at -36743.2740 eV. For the energy relative to the best compared isomer or geometry (same formula, charge and spin), the calculation gives 0.0 kcal per mole. As for the strongest force on any atom: 9.69 eV/Å.

Question: What is the formula in the third record?
Answer: C15H45O10

Question: What is the strongest force on any atom in the first record?
Answer: 10.93 eV/Å

Question: What is the strongest force on any atom in the third record?
Answer: 9.69 eV/Å

Question: What is the strongest force on any atom in the third record?
Answer: 9.69 eV/Å